Entry 1:
Below is a cluster of 4 separate species, C36H66BrF2N2O10P2 in total, with properties calculated with the ωB97M-V functional and the def2-TZVPD basis.

```
119
Properties=species:S:1:pos:R:3:forces:R:3
C -2.9255 0.1518 -2.0139 -0.74 -0.88 0.29
C -2.8850 0.3001 -0.3999 0.41 -1.15 -1.11
C 0.5288 1.8286 5.5583 -0.39 1.36 1.25
H -3.4536 3.7470 -2.0172 0.22 0.00 2.37
P -0.5756 -1.3606 6.5380 1.51 -1.38 7.08
H -5.6194 1.9265 -6.2241 -0.10 0.02 0.05
H 4.7622 -1.0684 1.2162 0.74 0.52 -0.96
H -6.5938 5.1942 -4.6053 -0.04 -0.09 -0.12
C 1.8250 3.6203 -0.0593 -0.91 0.03 -1.53
Br 2.5612 2.1739 3.0050 -0.73 -0.64 0.27
H 0.6225 -5.6068 -3.6687 -0.06 0.02 0.09
H 1.4248 -0.4104 4.1588 -1.63 0.45 -0.61
H 3.4421 5.6450 4.1531 -0.49 -0.15 0.45
H -1.9590 0.4617 -2.5071 -1.12 -0.12 0.56
C -1.4553 0.8942 -0.0447 -0.66 0.05 -0.60
H 3.4851 -8.9994 -3.6630 -0.07 0.03 -0.08
H 2.1751 -8.3890 -2.6653 -0.13 0.04 -0.07
O 5.1915 0.5501 -1.8058 -0.15 -0.14 1.87
H 1.0655 0.8857 5.8617 -0.79 0.88 -0.29
C -0.4418 2.3715 6.6834 -0.09 -0.37 -0.25
C 0.2959 3.5282 0.4818 1.04 0.66 -0.70
H -1.7841 3.5575 8.1663 0.91 -1.61 -0.87
H 2.3385 4.5759 0.2745 -0.48 -1.40 -0.05
H 0.1325 -1.6206 3.7456 0.19 1.41 -0.32
H -6.6359 2.1956 -3.9706 0.23 0.03 0.07
H -0.9450 -1.9684 -2.0004 0.04 -0.11 0.01
H 0.1456 -7.8480 -5.0044 -0.04 -0.03 0.04
H -1.2574 1.6462 -0.8784 -0.13 -0.64 1.60
O 1.4500 -10.7033 -3.8020 0.10 -0.21 -0.19
H -0.7440 -3.3582 7.3906 -0.49 0.27 -0.36
H 3.9524 4.3193 -1.3762 -0.80 -0.58 -1.03
O -0.1455 -3.1291 -4.2539 -0.26 -0.05 -0.22
H -0.3530 -3.2276 -0.9031 0.01 0.06 -0.15
C 0.5864 2.6284 3.0085 -0.55 0.41 -0.02
H 1.8806 -9.6062 -5.4642 -0.01 -0.19 0.12
F -1.7890 -0.8443 2.1160 0.70 1.97 0.15
C -7.0236 4.3040 -4.1352 -0.11 0.01 0.27
H 0.7794 -2.2814 -1.8871 0.04 -0.11 0.04
C 1.7954 3.7122 -1.6711 1.00 0.69 0.68
H -2.5665 0.7699 3.0413 1.32 -0.29 -0.58
F -0.4304 -0.0994 -0.2414 -1.43 1.32 0.70
C -2.4151 2.7809 1.5929 -0.73 0.94 -0.76
C -0.3230 -3.7818 -2.9974 0.70 0.33 0.18
H -0.2931 4.7724 2.9349 1.07 -0.98 0.36
H -3.3516 2.4845 2.1502 0.98 0.08 -0.56
H -3.8224 0.6767 -2.4643 1.25 -0.33 0.48
H 4.5299 2.1756 -0.6213 0.89 -0.04 -1.26
C 4.9874 1.9870 -1.6525 -1.65 0.63 -0.85
H 0.8272 1.5428 1.1029 -1.06 0.93 0.69
C 0.1291 -8.8166 -4.4986 -0.17 -0.02 -0.24
H 2.2140 -4.0449 1.8510 0.07 1.59 0.27
C 1.9355 4.8470 3.3645 0.06 1.17 1.37
H 1.3214 2.7758 -2.0910 0.39 1.12 0.36
H -5.7535 3.6528 -6.5186 -0.12 0.06 0.07
H -0.3131 3.4361 -0.4770 0.48 -0.26 1.62
O 1.0793 -0.7021 2.1540 -0.47 -0.20 0.54
H 2.5825 -7.5615 -4.1836 0.00 -0.02 0.06
C 3.2977 3.8639 -2.1937 -0.11 -0.27 -0.85
H 0.2330 4.2928 4.5874 0.40 -0.54 -1.41
H 4.3634 2.6240 -3.7589 -0.37 -0.32 1.49
H 6.0414 0.1877 0.9140 -0.48 -0.97 -0.87
N -0.5749 0.3954 3.6623 0.25 0.07 0.68
C -3.2163 3.6580 -0.9003 0.35 -0.39 0.37
H 1.7266 -4.4808 -2.8958 -0.06 0.08 0.11
P -1.6334 -0.4009 4.9457 -2.14 -0.78 -1.08
H 0.7395 -2.7425 -4.2654 -0.13 -0.07 0.04
C 2.4406 -2.9804 2.1800 -0.41 0.43 0.15
C -1.3430 1.5781 1.4102 0.83 1.03 -0.99
C -6.2174 3.0636 -4.4861 -0.10 0.55 -0.47
C 3.9150 2.4760 -2.7204 -0.11 0.71 0.49
H 0.0599 4.5628 0.8665 -0.09 -1.26 -0.10
H 3.3202 4.5805 -3.0688 -0.09 -0.65 1.08
C -2.9012 3.4379 0.2661 0.29 -1.08 -0.92
H -7.0104 4.4781 -3.0563 -0.05 -0.07 -0.06
H -0.2736 -8.6769 -3.4901 0.13 0.07 0.01
H 1.5162 -1.6461 7.2308 -0.66 0.21 -0.47
C -1.1986 2.8353 7.5305 0.85 0.80 -1.19
C 0.1001 2.3338 1.5017 0.64 -1.69 -0.55
C -1.5827 0.4868 2.5211 -2.01 -0.24 -0.27
H 3.0687 1.7325 -2.8254 1.14 0.64 0.26
N 2.5395 5.2324 4.4496 -0.89 -0.62 -2.14
H -1.3267 -4.2150 -2.9958 0.04 0.09 -0.21
O -1.3290 -2.8648 6.7742 1.62 1.98 -1.61
C 0.5363 -0.5840 3.4617 2.35 -2.86 0.28
O 0.3745 -2.5971 1.0376 1.33 1.99 1.72
H 2.4119 2.6821 0.1706 -0.56 1.21 0.07
C 5.4554 -0.6508 0.4270 -0.47 -0.15 -0.11
C -6.2110 2.8136 -5.9855 0.06 -0.28 -0.08
H 2.5310 -3.0083 3.3115 0.19 0.34 -1.32
H -1.1716 2.3333 4.2745 1.18 -0.85 -0.37
H 1.1301 -10.5622 -2.9018 0.04 0.00 -0.15
O 3.3220 -0.2482 -0.7113 2.40 0.41 -0.19
C 2.4951 -8.5384 -3.7016 0.29 0.03 -0.10
H -3.0645 -0.9538 -2.2680 0.24 1.50 0.29
O -4.8739 3.2230 -4.0250 0.33 -0.12 0.37
H -2.2973 0.7442 5.5306 1.24 -0.41 0.11
H -0.5643 -9.4752 -5.0268 0.10 0.06 -0.03
H -1.9168 3.5963 2.2028 -0.64 -1.00 -0.60
C 0.7110 -4.8873 -2.8509 -0.07 -0.29 -0.10
H 6.1359 -1.4995 0.0880 -0.74 1.37 0.26
H -4.4944 3.9889 -4.4758 -0.15 -0.14 -0.06
H 3.3886 -2.6529 1.6614 -1.02 -0.19 0.85
C 4.5390 -0.1096 -0.7459 -0.79 -0.49 0.39
O 1.0504 -1.6839 6.3645 -1.46 0.08 -0.79
O -0.7445 -0.6398 7.8628 0.01 -0.51 -2.85
H 5.9319 2.5848 -1.8185 -0.81 -1.06 0.46
H 0.5893 -5.4181 -1.9033 0.04 0.01 -0.04
C 1.2120 -2.0590 1.7326 -0.64 -3.05 -1.25
H -8.0616 4.2052 -4.4604 0.06 0.04 0.01
C -0.2046 -2.7618 -1.8761 -0.33 -0.06 -0.07
C 0.4942 4.1600 3.4815 1.11 0.83 0.41
H 2.4507 5.0636 2.3857 -1.12 -0.56 0.67
H -3.7555 0.9058 -0.0173 1.20 -0.33 -0.43
H -7.2247 2.6702 -6.3658 0.07 0.03 0.00
H -3.0422 -0.7625 -0.0172 0.56 1.51 -0.09
H 1.2437 4.6532 -2.0141 0.37 -1.41 0.61
H 1.3449 2.6306 5.5265 -1.03 -1.18 -0.22
C -0.1850 1.7682 4.1276 0.28 2.45 0.05
C 1.5181 -9.4339 -4.4479 -0.26 0.26 0.64
```
Forces are in eV/Å.

Values from the calculation:
total charge: +1

Entry 2:
Below is a cluster of 4 separate species, C36H67Cl2I2NO9P in total, with properties calculated with the ωB97M-V functional and the def2-TZVPD basis.

```
118
Properties=species:S:1:pos:R:3:forces:R:3
C -3.1875 2.2772 0.8543 -0.86 -0.44 -0.36
H -3.8660 -1.8489 -4.6561 0.11 -0.08 -0.13
H -5.6697 1.9138 -9.8269 -0.02 -0.04 0.03
C -3.7372 1.3382 1.9615 1.10 1.02 -0.30
H 1.9673 -4.4674 6.1558 -0.03 0.01 -0.02
H -1.0208 0.7468 -2.1279 -0.08 -0.05 -0.31
H 1.6773 -3.1255 1.3728 0.02 0.21 0.31
Cl -2.3008 -3.2402 3.7067 0.11 -0.12 -0.10
C -3.4687 -2.3164 -2.5865 -0.21 0.26 -0.07
C -4.9943 -0.1139 -1.9822 0.38 -0.24 -0.02
H -3.9794 -2.0366 2.2143 -0.07 -0.13 -0.18
Cl -4.5393 -0.6341 3.9211 -0.14 0.05 -0.05
H 0.4469 -3.9903 0.4933 -0.07 -0.20 0.10
C -3.5256 -0.0908 1.3906 -1.83 0.76 2.23
H -2.2546 0.4588 -8.4106 0.00 0.01 0.00
H 8.1181 0.2650 -1.1804 0.05 0.00 0.01
H -5.0749 2.7611 -7.5695 0.00 -0.02 0.03
H 4.8657 -3.7330 3.9273 0.01 -0.01 0.00
N -2.2612 0.0747 0.6537 1.42 -0.16 -1.33
H 6.8631 0.0890 1.4808 0.03 0.03 0.00
O 2.4370 0.9436 -0.9994 -0.77 0.21 0.73
O 4.0265 -4.7026 6.1949 -0.02 0.12 -0.11
H 0.0796 2.1133 -2.3032 -0.02 0.13 -0.18
H 3.4285 2.2270 0.2020 0.18 0.03 -0.25
H -4.2994 0.9978 -10.4827 0.02 0.04 -0.02
H 7.8367 3.4603 0.1999 -0.03 0.02 0.01
H -3.8186 -3.1692 0.5798 -0.07 0.11 0.21
C -1.4823 -0.6947 4.1573 0.62 -0.04 -0.61
H 1.7018 -5.4344 3.8940 0.01 -0.02 0.00
C 4.0684 -3.3727 6.6781 0.02 -0.04 0.06
H 7.8408 1.8736 2.8162 0.02 -0.03 -0.01
H -5.2580 0.5802 0.3557 -0.28 0.06 -0.02
C -1.6330 5.5884 2.3499 0.72 -0.18 0.07
C 2.7505 -5.0954 5.7198 0.19 -0.14 0.09
H -5.2402 0.1280 -4.0945 -0.01 0.10 -0.15
C 2.6772 -5.0513 4.2103 -0.23 0.07 -0.05
H 3.5720 -3.3008 7.6517 -0.03 0.05 -0.02
H -3.8553 4.0109 -7.8645 -0.02 0.00 0.03
H -3.2865 2.7666 -5.8576 0.02 0.04 -0.01
H 1.7303 2.5438 0.1830 -0.26 -0.01 -0.18
H 3.5995 -2.6731 5.9811 -0.01 0.00 0.00
H -1.9778 6.2679 1.5831 -0.30 0.13 -0.01
O 6.1130 2.0284 1.6782 -0.03 -0.09 -0.05
C -4.0145 -1.5715 -3.6268 -0.04 0.18 0.64
C 4.0896 -3.4251 3.2244 -0.04 0.04 -0.03
H -4.8494 0.6864 -8.8248 -0.01 0.00 0.01
H 5.1131 0.3049 1.3082 0.00 -0.01 -0.01
C -2.2046 1.4338 0.0032 -0.49 1.09 -0.21
O -3.7814 2.4457 -9.1571 0.01 -0.12 0.07
H -2.1104 -0.5869 -0.1182 -0.39 -0.35 0.18
H 0.4794 -2.6486 -1.3288 -0.12 0.24 -0.33
C 1.0441 -2.2201 -0.5122 0.10 -0.47 0.84
H -0.0042 -2.5378 1.3555 -0.06 0.07 0.21
H 2.6919 -0.1005 1.2921 0.28 -0.12 0.01
O 2.7923 -3.7239 3.7116 0.09 0.03 -0.02
H 6.8654 1.4537 -0.7728 0.00 0.01 0.00
H 9.2192 3.2381 1.2853 -0.02 0.04 0.00
H 4.2631 -3.9148 2.2591 0.05 -0.02 0.02
I -4.1648 5.0793 0.2811 0.04 -0.04 0.00
C 5.9941 0.6304 1.8600 -0.04 0.02 0.03
H 5.1152 -3.1001 6.7998 0.01 -0.04 0.02
C 2.4600 1.7388 0.2071 1.03 0.10 0.40
H -0.5546 5.7074 2.4192 0.14 0.10 0.01
H -5.6042 0.7474 -1.7494 -0.09 0.11 0.01
C 2.3757 0.9187 1.4853 -0.61 -0.22 -0.31
C -3.1076 -2.9148 -0.1978 -0.20 -0.39 -0.50
C -4.4427 -0.8546 -0.9228 -0.15 0.15 -0.60
H 2.5839 -6.1252 6.0487 -0.05 0.01 -0.01
C -3.1038 2.3034 -6.8332 -0.14 -0.09 0.19
H -2.1746 -2.5779 0.2357 0.26 0.17 0.37
C -4.7548 -0.3697 0.4834 0.76 -0.08 -1.16
H 5.8553 0.3926 2.9214 0.04 -0.06 0.00
C -1.9270 4.1646 2.0197 0.06 0.09 0.16
H 4.1497 -2.3456 3.0852 -0.04 0.01 -0.01
O 8.6584 1.5590 0.2877 -0.16 -0.04 0.02
H -2.0615 2.4882 -7.1083 0.01 0.01 -0.03
I -0.6420 2.8429 3.0548 -0.09 0.10 0.08
C -0.2554 1.3345 -1.6286 0.12 0.09 1.08
O -3.3390 0.9100 -6.6873 0.02 -0.01 -0.05
C -2.3986 0.1100 -7.3864 0.01 -0.04 0.05
H -0.1486 1.5234 0.5052 0.00 0.21 0.22
C -2.8635 3.6989 1.2119 0.02 -0.12 0.02
H 2.0997 -2.2767 -0.7426 0.17 0.12 -0.32
H 8.2974 1.9465 -1.7161 -0.06 0.01 -0.01
H -2.8569 -3.8532 -0.6816 0.06 -0.17 -0.03
H -3.2126 1.5444 2.8878 0.13 -0.37 0.17
C -4.7855 -0.4574 -3.3130 0.01 -0.15 0.32
H -4.0400 2.3669 0.1882 -0.06 0.09 -0.16
H -0.4432 -0.5140 3.8862 0.17 0.02 0.04
H -4.7698 1.6088 2.1235 -0.29 -0.38 0.15
H -1.4683 -1.6880 2.2180 0.09 -0.02 -0.01
H -1.4027 -0.0062 1.2076 -0.26 -0.03 0.45
H -2.6773 1.3446 -0.9702 -0.21 -0.42 -0.03
H -2.0196 5.8454 3.3310 -0.28 0.13 0.07
C -2.1179 -1.5681 3.0793 -0.57 -0.05 0.33
C 7.3724 2.5457 2.0916 -0.14 0.17 0.00
C -3.6758 -1.9864 -1.2398 -0.09 0.06 -0.13
H 2.9937 1.3450 2.2654 0.05 0.14 0.13
P 1.1219 0.1873 -1.4657 0.38 -0.48 -1.71
C -4.0306 2.9307 -7.8509 0.10 0.12 -0.18
H -1.4348 0.1052 -6.8660 0.02 0.01 -0.05
C -3.5049 -1.1366 2.5673 0.73 -0.25 -0.37
H -0.7168 2.9763 -0.2477 -0.22 0.23 -0.03
C 0.7839 -2.9965 0.7735 0.10 -0.19 -0.60
O 1.3715 -0.4842 -2.7425 -0.02 -0.14 0.02
H -2.8929 -3.2020 -2.8113 0.08 -0.08 -0.05
C -0.7928 1.8976 -0.2875 0.51 -0.83 0.02
C 7.9399 1.3030 -0.9056 0.07 0.00 -0.02
H 3.4494 -5.6912 3.7743 0.03 0.00 0.02
H -1.4621 -1.2186 5.1008 -0.23 0.08 0.28
H 1.3442 0.8421 1.8313 0.00 -0.01 0.20
C 8.2980 2.7763 0.9187 0.21 -0.13 0.00
O 0.6605 -0.8339 -0.3118 -0.30 0.46 0.14
H -5.4737 -1.0344 0.9519 0.15 -0.15 0.42
H 7.1847 3.5017 2.5886 0.01 -0.01 0.01
C -4.7040 1.4587 -9.5838 -0.01 0.04 -0.04
H -2.7864 -0.9074 -7.4140 -0.02 0.01 0.03
H -1.9608 0.2702 4.2486 -0.23 0.09 0.16
```
Forces are in eV/Å.

Values from the calculation:
total charge: +1

Gap between HOMO and LUMO, respectively: 7.33 8.16 eV.